No. 1
ORCA calculation (the ωB97M-V functional and the def2-TZVPD basis) on a 2-piece molecular cluster, C4H8 overall at a distorted geometry.

Computed properties:
**Gap between HOMO and LUMO**: 11.53 eV
**HOMO level**: -10.16 eV
**Energy above the lowest of the compared OMol25 structures with the same formula, charge and spin**: 34.2 kcal/mol
**SMILES string**: C=C.C=C
**Spin multiplicity**: 1

Each line ends with the Mulliken charge.
CARTESIAN COORDINATES (ANGSTROEM)
C 1.051 -3.236 1.431  -0.4315
C -0.072 -3.888 1.098  -0.4294
H 2.013 -3.719 1.636  0.2301
H 0.986 -2.151 1.569  0.1999
H -0.107 -4.972 0.941  0.2266
H -0.982 -3.314 0.889  0.2044
C 2.479 2.666 -5.047  -0.4316
C 1.325 3.240 -4.786  -0.4166
H 3.107 2.822 -5.931  0.2344
H 2.818 1.936 -4.303  0.1903
H 0.857 3.970 -5.455  0.2260
H 0.797 2.986 -3.859  0.1975


No. 2
ORCA calculation (the ωB97M-V functional and the def2-TZVPD basis) on the molecule C2H4N4O at a distorted geometry.

Computed properties:
**Gap between HOMO and LUMO**: 9.52 eV
**HOMO level**: -8.83 eV
**Energy above the lowest of the compared OMol25 structures with the same formula, charge and spin**: 15.4 kcal/mol
**SMILES string**: Nc1nnc(O)[nH]1
**Spin multiplicity**: 1

Each line ends with the Mulliken charge.
CARTESIAN COORDINATES (ANGSTROEM)
C 0.844 0.149 -0.040  0.3421
C -1.329 0.088 -0.008  0.4269
H 2.383 -0.689 0.857  0.2567
H 2.740 0.451 -0.322  0.3147
H -3.139 0.417 -0.061  0.3755
H -0.249 -1.709 -0.278  0.2578
N 2.138 -0.322 -0.072  -0.5248
N 0.419 1.377 -0.030  -0.4054
N -0.974 1.324 0.004  -0.4076
N -0.232 -0.711 -0.043  -0.1380
O -2.601 -0.376 -0.006  -0.4980


No. 3
ORCA calculation (the ωB97M-V functional and the def2-TZVPD basis) on C3H10N3S2 as an isolated structure at a distorted geometry.

Computed properties:
**Gap between HOMO and LUMO**: 8.59 eV
**HOMO level**: -13.28 eV
**Energy above the lowest of the compared OMol25 structures with the same formula, charge and spin**: 70.6 kcal/mol
**Spin multiplicity**: 1
**Charge**: +1

Each line ends with the Mulliken charge.
CARTESIAN COORDINATES (ANGSTROEM)
C -2.171 -0.041 -0.399  0.5877
C 2.630 0.668 0.947  -0.4916
C 1.560 -0.244 0.297  0.0195
N -3.436 0.452 0.002  -0.3430
N -2.130 -1.344 -0.978  -0.4018
N -1.024 0.571 -0.350  -0.5513
S 3.459 0.876 -0.701  -0.0762
S 1.825 -1.943 0.249  -0.0295
H 2.094 1.582 1.347  0.3572
H 3.271 0.142 1.743  0.3532
H 0.297 0.130 -0.048  0.1857
H -4.149 -0.193 -0.074  0.1849
H -3.605 1.285 0.470  0.1876
H -2.974 -1.954 -1.332  0.2384
H -1.309 -1.660 -1.322  0.1815
H -1.001 1.498 -0.030  0.2014
H 3.603 2.247 -0.537  0.2093
H 3.061 -2.072 0.716  0.1871


No. 4
ORCA calculation (the ωB97M-V functional and the def2-TZVPD basis) on a 2-piece molecular cluster, C11H15N overall at a distorted geometry.

Computed properties:
**Gap between HOMO and LUMO**: 8.86 eV
**HOMO level**: -7.88 eV
**Energy above the lowest of the compared OMol25 structures with the same formula, charge and spin**: 13.8 kcal/mol
**SMILES string**: Cc1c[nH]c2ccccc12.CC
**Spin multiplicity**: 1

Each line ends with the Mulliken charge.
CARTESIAN COORDINATES (ANGSTROEM)
C -1.338 3.061 1.343  -1.3957
C 0.939 0.110 1.504  -0.2764
C 0.308 1.123 0.756  0.8299
C -0.312 2.033 1.695  0.4714
C -0.051 1.533 2.929  -0.5953
C 1.407 -1.072 -0.465  -0.4655
C 1.402 -1.056 0.916  -0.5626
C 0.780 -0.103 -1.244  -0.6212
C 0.239 1.013 -0.633  -0.4021
N 0.677 0.354 2.859  -0.2124
H 1.786 -1.955 -0.950  0.3581
H 1.673 -1.962 1.445  0.3724
H 0.581 -0.253 -2.296  0.4599
H -0.252 1.822 -1.168  0.3391
H 1.388 0.159 3.546  0.2815
H -0.339 1.974 3.871  0.3902
H -1.016 3.749 0.561  0.3501
H -1.590 3.631 2.228  0.3946
H -2.249 2.549 1.046  0.2807
C -2.227 -2.910 -4.067  -0.8607
C -0.779 -2.893 -3.532  -0.6804
H -2.948 -2.729 -3.269  0.2703
H -2.390 -2.074 -4.754  0.2545
H -2.442 -3.854 -4.575  0.2682
H -0.773 -2.360 -2.585  0.1347
H -0.099 -2.239 -4.092  0.2762
H -0.382 -3.895 -3.460  0.3404


No. 5
ORCA calculation (the ωB97M-V functional and the def2-TZVPD basis) on a 2-piece molecular cluster, C4H9NO overall at a distorted geometry.

Computed properties:
**Gap between HOMO and LUMO**: 9.76 eV
**HOMO level**: -9.03 eV
**Energy above the lowest of the compared OMol25 structures with the same formula, charge and spin**: 79.9 kcal/mol
**SMILES string**: C=N/C=C/C.O
**Spin multiplicity**: 1

Each line ends with the Mulliken charge.
CARTESIAN COORDINATES (ANGSTROEM)
C -1.174 -0.166 -1.158  -1.0191
C -0.600 0.277 0.240  -0.1739
C -0.332 1.555 0.609  -0.0005
N 0.620 1.816 1.651  -0.4297
C 0.028 1.349 2.740  -0.4500
H -1.631 -1.184 -1.128  0.2912
H -1.874 0.619 -1.591  0.2911
H -0.324 -0.195 -1.839  0.2418
H -0.048 -0.397 0.959  0.3093
H -0.633 2.532 0.105  0.2994
H 0.354 1.594 3.721  0.2719
H -0.726 0.617 2.509  0.3710
H 1.909 -2.475 -2.941  0.3168
H 2.400 -2.736 -1.559  0.3197
O 2.031 -3.208 -2.319  -0.6391


No. 6
ORCA calculation (the ωB97M-V functional and the def2-TZVPD basis) on an isolated ion of composition C4H11N2S and charge +1 at a distorted geometry.

Computed properties:
**Gap between HOMO and LUMO**: 9.10 eV
**HOMO level**: -12.31 eV
**Energy above the lowest of the compared OMol25 structures with the same formula, charge and spin**: 50.5 kcal/mol
**SMILES string**: N[C@@H]1C[NH2+]C[C@H]1S
**Spin multiplicity**: 1
**Charge**: +1

Each line ends with the Mulliken charge.
CARTESIAN COORDINATES (ANGSTROEM)
C -1.319 0.323 -0.168  -0.8305
C 0.385 -1.484 0.125  -0.5770
C 0.021 1.128 -0.051  -0.0292
C 1.243 -0.289 -0.175  -0.3539
N 0.188 1.786 1.133  -0.4822
N -0.935 -1.105 -0.531  -0.0747
S 1.604 -0.460 -1.923  -0.2192
H -1.702 0.275 0.934  0.3962
H -1.946 0.780 -0.866  0.3595
H 0.723 -2.509 -0.229  0.3222
H 0.255 -1.456 1.240  0.3095
H 0.267 1.762 -0.855  0.4127
H 1.969 -0.088 0.501  0.5702
H 1.021 2.207 1.389  0.2122
H -0.446 1.368 1.884  0.1858
H -1.720 -1.563 -0.248  0.3098
H -0.832 -1.128 -1.492  0.2930
H 2.952 -0.255 -1.854  0.1957


No. 7
ORCA calculation (the ωB97M-V functional and the def2-TZVPD basis) on a 21-piece molecular cluster, C14H54N4O20S overall at a distorted geometry.

Computed properties:
**Gap between HOMO and LUMO**: 6.65 eV
**HOMO level**: -8.85 eV
**Spin multiplicity**: 1

Each line ends with the Mulliken charge.
CARTESIAN COORDINATES (ANGSTROEM)
S -3.657 3.801 1.628  -0.2007
N -3.312 0.034 -3.742  -0.5747
N -4.440 1.572 -2.235  -0.4520
N -1.546 2.132 1.362  -0.6651
C -2.821 2.564 0.897  -0.8336
C -3.401 0.747 -2.633  -1.2167
C -4.410 2.127 -1.034  -0.1846
C -1.135 1.310 0.487  -0.0851
C -2.122 -0.682 -3.689  -0.9675
C -1.390 -0.350 -2.598  -0.1232
C -2.218 0.547 -1.882  2.3416
C -2.154 1.212 -0.616  0.4985
N -3.230 1.962 -0.246  0.0974
C 2.372 -1.142 0.784  0.7652
C 1.091 -1.832 1.085  -0.4798
C 2.408 0.237 1.422  -0.1654
C -0.147 -1.058 0.705  -1.6152
C 1.095 0.976 1.523  -0.7106
C 0.131 0.462 0.496  1.7646
H -5.234 2.687 -0.595  0.4079
H -1.888 -1.438 -4.424  0.5882
H -0.443 -0.851 -2.327  0.4265
H 3.213 -1.740 1.233  -0.1231
H 2.494 -1.071 -0.315  -0.0313
H 1.043 -2.825 0.568  0.3960
H 0.988 -2.120 2.136  0.3211
H 3.117 0.940 0.984  -0.1052
H 2.765 0.206 2.479  -0.0284
H -0.877 -1.162 1.508  0.3745
H -0.658 -1.513 -0.115  0.5887
H 0.583 0.748 2.546  -0.1261
H 1.287 2.067 1.322  0.4161
H 0.598 0.645 -0.470  -0.0179
O 1.968 1.229 5.113  -0.6027
H 2.271 2.045 4.598  0.2850
H 2.538 0.444 4.825  0.3134
O 2.020 2.169 -2.571  -0.7282
H 2.050 1.178 -2.775  0.3655
H 2.284 2.671 -3.409  0.2820
O -7.136 1.023 -3.424  -0.7184
H -7.091 1.696 -4.178  0.2977
H -6.193 0.844 -3.105  0.3805
O 5.045 2.872 1.493  -0.6752
H 5.851 2.266 1.412  0.3278
H 4.527 2.825 0.625  0.2644
O -0.416 -4.703 1.176  -0.6707
H 0.177 -5.161 1.856  0.3177
H -0.602 -5.359 0.428  0.3144
O 3.478 -1.369 4.694  -0.6215
H 3.363 -1.811 5.597  0.2861
H 3.971 -2.013 4.089  0.2921
O 3.833 3.121 3.845  -0.6625
H 4.307 2.819 3.003  0.4359
H 4.532 3.286 4.558  0.2988
O 2.599 -0.850 -3.443  -0.6245
H 2.234 -1.724 -3.800  0.2902
H 3.444 -1.049 -2.925  0.3695
O -1.302 2.409 4.178  -0.6959
H -1.608 2.121 3.257  0.4403
H -0.724 3.233 4.075  0.2938
O -2.052 -3.431 -6.298  -0.7001
H -2.184 -2.530 -6.740  0.3857
H -2.927 -3.702 -5.868  0.3245
O 3.592 -4.627 0.763  -0.6771
H 2.663 -4.247 0.893  0.3553
H 3.544 -5.335 0.042  0.3100
O -3.119 3.716 -4.161  -0.7299
H -3.393 2.881 -3.660  0.3310
H -3.772 3.857 -4.921  0.3015
O -2.980 -3.363 1.502  -0.6608
H -1.988 -3.477 1.342  0.3432
H -3.157 -3.498 2.489  0.3129
O 4.963 -1.609 -2.282  -0.6824
H 5.859 -1.210 -2.034  0.3220
H 4.819 -2.437 -1.720  0.2939
O -4.723 0.945 3.116  -0.5790
H -5.432 1.476 3.605  0.3006
H -4.330 0.272 3.762  0.2950
O -0.568 0.188 5.578  -0.7061
H -0.910 1.044 5.161  0.3983
H 0.441 0.245 5.630  0.3472
O 4.283 3.051 -1.293  -0.7045
H 3.499 2.470 -1.558  0.4477
H 4.704 3.417 -2.138  0.2787
O 6.011 -3.016 1.042  -0.6257
H 5.096 -3.366 1.294  0.3440
H 6.234 -3.355 0.116  0.2779
O -7.300 1.686 1.152  -0.6257
H -7.285 2.132 2.060  0.2874
H -6.747 0.841 1.206  0.3324
O -2.287 -1.048 -7.571  -0.6845
H -1.642 -0.295 -7.370  0.3416
H -2.433 -1.079 -8.572  0.3094


No. 8
ORCA calculation (the ωB97M-V functional and the def2-TZVPD basis) on a 2-piece molecular cluster, C22H43N6O4S2 overall at a distorted geometry.

Computed properties:
**Gap between HOMO and LUMO**: 7.01 eV
**HOMO level**: -10.61 eV
**Spin multiplicity**: 1
**Charge**: +1

Each line ends with the Mulliken charge.
CARTESIAN COORDINATES (ANGSTROEM)
C -1.390 -0.875 2.014  -1.1129
C -1.905 -1.151 0.587  -0.2727
C -1.234 -0.347 -0.506  -0.2975
N -1.603 1.110 -0.573  0.2719
C -1.675 1.662 -1.959  -0.6963
C -0.384 2.495 -2.165  -0.1373
C -0.598 4.004 -2.122  -0.3961
C -1.814 4.504 -2.932  -0.9019
C -3.001 4.898 -2.061  -0.4458
O -3.706 5.927 -2.726  -0.5218
N 0.410 2.035 -0.962  0.2259
C 1.599 2.841 -0.616  -0.6533
C 2.657 1.963 0.084  -0.9478
C 3.183 2.556 1.393  -0.3128
S 3.819 4.249 1.231  -0.0923
C 2.461 5.378 1.342  0.4370
S 2.322 6.499 0.179  -0.2034
N 1.567 5.373 2.420  0.3337
C 0.726 6.428 2.769  -0.2569
C 0.002 6.027 3.834  -0.5683
N 0.341 4.721 4.189  -0.5779
C 1.268 4.382 3.342  -0.2936
C -0.574 1.892 -0.040  -0.9818
N -0.623 2.387 1.151  1.0229
O -1.663 2.213 2.002  -0.4654
H -0.448 -0.327 1.989  0.0844
H -1.289 -1.780 2.597  0.4784
H -2.084 -0.225 2.538  0.3082
H -1.702 -2.195 0.339  0.0372
H -2.984 -1.005 0.572  0.3976
H -1.545 -0.770 -1.456  0.4185
H -0.155 -0.470 -0.405  0.2022
H -2.535 2.324 -1.933  0.1088
H -1.915 0.912 -2.702  0.3306
H 0.177 2.167 -3.033  0.4961
H 0.287 4.482 -2.537  0.5889
H -0.693 4.375 -1.100  0.1777
H -1.547 5.388 -3.500  0.4249
H -2.137 3.716 -3.609  0.3137
H -3.655 4.030 -1.924  0.3968
H -2.689 5.250 -1.072  0.2610
H -4.600 5.975 -2.381  0.3277
H 2.023 3.168 -1.557  0.6507
H 1.323 3.709 -0.020  0.1172
H 2.160 1.027 0.349  0.2689
H 3.463 1.681 -0.584  0.4327
H 2.428 2.431 2.155  -0.0743
H 4.031 1.964 1.726  0.4675
H 0.658 7.380 2.282  0.3847
H -0.730 6.604 4.364  0.4354
H 1.726 3.414 3.403  0.5760
H 0.129 2.953 1.525  -0.1396
H -2.419 1.922 1.461  0.4162
C 0.390 -8.443 1.515  -0.7349
O 1.489 -7.721 0.987  -0.3465
C 1.805 -8.057 -0.360  -0.8182
C 1.568 -6.869 -1.266  -0.1668
N 0.142 -6.586 -1.392  -0.2814
C -0.161 -5.333 -2.070  -0.9848
C 0.252 -4.038 -1.378  -0.3814
O -0.455 -3.776 -0.172  -0.3302
C 0.117 -4.351 0.996  -0.5174
H 0.293 -8.171 2.564  0.2433
H -0.543 -8.189 1.000  0.3131
H 0.558 -9.521 1.447  0.3524
H 1.238 -8.927 -0.698  0.4086
H 2.867 -8.315 -0.391  0.3972
H 1.978 -7.082 -2.257  0.3867
H 2.119 -6.017 -0.843  0.1599
H -0.265 -6.559 -0.466  0.0752
H -1.244 -5.300 -2.215  0.4079
H 0.288 -5.355 -3.067  0.4329
H 0.000 -3.215 -2.054  0.2863
H 1.332 -3.979 -1.208  0.4028
H 1.205 -4.419 0.926  0.3113
H -0.299 -5.339 1.200  0.1981
H -0.137 -3.710 1.841  0.1423